[1]
Below is a molecular structure, C27H32BrN3PS4SbSeTc, with properties calculated with wB97M-V/def2-TZVPD.

Cartesian coordinates (Å):
Tc -0.155 1.051 1.147
Br -5.336 -1.900 5.452
C -3.742 -1.421 4.598
C -3.465 -0.079 4.353
C -2.290 0.275 3.714
C -1.387 -0.715 3.336
C -1.663 -2.057 3.577
C -2.842 -2.409 4.210
N -0.181 -0.327 2.675
C 0.941 -0.867 3.002
C 2.114 -0.397 2.302
C 3.400 -0.835 2.576
C 4.463 -0.245 1.909
C 4.196 0.772 1.006
C 2.884 1.151 0.772
N 1.852 0.569 1.386
H -4.162 0.683 4.672
H -2.063 1.322 3.551
H -0.981 -2.834 3.254
H -3.068 -3.448 4.401
H 1.014 -1.595 3.803
H 3.558 -1.609 3.315
H 5.479 -0.555 2.111
H 4.995 1.290 0.495
H 2.640 1.963 0.100
S 0.121 6.011 2.550
Sb 1.686 6.612 0.787
S -0.891 4.337 1.943
S 1.823 4.743 -0.400
S 0.390 2.792 2.352
C -2.754 -0.542 0.048
C -1.721 -1.280 -0.813
C -1.105 -2.442 -0.016
C -2.376 -1.866 -2.064
P -0.295 -0.108 -1.090
C 0.958 -1.022 -2.010
C 2.056 -1.556 -1.333
C 2.966 -2.362 -2.002
C 2.789 -2.640 -3.351
C 1.695 -2.120 -4.034
C 0.779 -1.321 -3.366
C -0.797 1.425 -2.069
C -2.075 1.319 -2.913
C -1.002 2.454 -0.949
C 0.263 1.910 -3.066
H -3.511 -1.245 0.402
H -3.274 0.252 -0.487
H -2.324 -0.115 0.971
H -1.911 -3.093 0.326
H -0.552 -2.106 0.864
H -0.435 -3.037 -0.636
H -3.054 -2.663 -1.752
H -1.642 -2.322 -2.728
H -2.965 -1.144 -2.623
H 2.184 -1.368 -0.275
H 3.804 -2.791 -1.467
H 3.490 -3.283 -3.867
H 1.542 -2.359 -5.078
H -0.091 -0.961 -3.902
H -2.938 1.050 -2.312
H -1.977 0.592 -3.718
H -2.290 2.290 -3.365
H -1.893 2.228 -0.350
H -1.148 3.473 -1.318
H -0.077 2.582 -0.323
H 0.405 1.197 -3.873
H 1.715 3.050 -1.927
H -0.082 2.849 -3.505
Se 4.033 0.942 -3.526
C 2.669 1.654 -2.947
N 1.611 2.200 -2.503

Its highest occupied orbital energy is -15.519 eV. The net charge is +3.



[2]
Below is a molecular structure, C27H32Cl2CoN2O4, with properties calculated with wB97M-V/def2-TZVPD.

Cartesian coordinates (Å):
Co -0.455 -0.015 0.299
Cl -2.198 0.241 1.447
N 0.091 2.036 -0.040
N -0.037 -2.047 0.196
C -0.839 2.817 -0.534
C -0.798 -2.886 -0.461
C 1.122 2.908 0.577
C 0.353 4.220 0.721
C 2.347 3.033 -0.313
C 1.560 2.390 1.908
H 2.061 3.093 -1.367
H 2.996 2.164 -0.159
H 2.898 3.935 -0.019
H 0.719 2.487 2.597
H 2.429 2.935 2.303
H 1.815 1.332 1.807
C 0.808 -2.845 1.117
C 0.622 -4.265 0.601
C 0.226 -2.743 2.510
C 2.256 -2.393 1.066
H 2.628 -2.416 0.038
H 2.879 -3.037 1.697
H 2.329 -1.371 1.436
H -0.812 -3.091 2.506
H 0.280 -1.700 2.823
H 0.796 -3.389 3.180
O -0.578 -4.185 -0.239
H 0.419 -4.988 1.396
H 1.461 -4.616 -0.016
O -0.739 4.114 -0.234
H 0.941 5.115 0.511
H -0.095 4.303 1.720
C -1.996 2.408 -1.385
C -1.917 -2.536 -1.381
C -1.624 -1.282 -2.136
H -2.813 -2.407 -0.762
H -2.098 -3.387 -2.032
C -2.006 -0.068 -1.565
C -1.676 1.160 -2.143
H -2.678 -0.080 -0.697
C -0.988 1.178 -3.346
C -0.663 -0.044 -3.937
C -0.573 2.470 -3.988
C -0.931 -1.274 -3.334
H -0.160 -0.036 -4.899
C -0.450 -2.550 -3.956
H -0.046 -2.341 -4.949
H -1.252 -3.288 -4.063
H 0.346 -3.017 -3.362
H -1.398 3.186 -4.062
H -0.203 2.272 -4.997
H 0.236 2.963 -3.431
H -2.254 3.239 -2.041
H -2.843 2.242 -0.710
Cl 4.412 -0.801 7.924
C 3.334 -0.492 6.623
C 3.476 -1.213 5.414
C 2.565 -0.966 4.397
C 1.528 -0.037 4.568
C 1.418 0.692 5.762
C 2.319 0.469 6.788
C 0.523 0.303 3.495
O -0.495 0.930 3.794
O 0.876 -0.088 2.271
H 4.279 -1.957 5.307
H 2.676 -1.490 3.452
H 0.609 1.424 5.782
H 2.201 1.028 7.733

As for the spin multiplicity: 5. Its highest occupied orbital energy (spin up / spin down) is -0.372 / -5.134 eV. The net charge is -1.



[3]
Below is a single C27H32ClN7S molecule, with properties calculated with wB97M-V/def2-TZVPD.

Cartesian coordinates (Å):
C -5.706 -2.200 -1.368
C -5.203 -1.130 -0.461
C -5.565 -0.948 0.831
S -4.750 0.418 1.521
C -3.960 0.641 -0.045
N -3.120 1.680 -0.271
C -2.486 2.339 0.851
C -1.942 3.702 0.417
N -0.996 3.556 -0.673
C 0.311 3.183 -0.343
C 0.908 2.028 -0.839
C 2.174 1.683 -0.397
C 2.893 2.490 0.511
C 2.351 3.700 0.931
C 1.088 4.025 0.491
Cl 0.482 5.591 0.936
N 4.079 1.886 0.815
C 4.099 0.775 0.129
C 5.224 -0.153 0.177
C 5.852 -0.630 -0.973
C 6.928 -1.490 -0.828
N 7.400 -1.882 0.342
C 6.821 -1.408 1.433
C 5.739 -0.545 1.412
N 2.972 0.592 -0.643
C 2.575 -0.608 -1.334
C 1.848 -1.609 -0.425
C 0.457 -1.127 -0.013
N -0.229 -2.087 0.815
C -0.679 -3.294 0.121
C -2.096 -3.589 0.631
C -2.193 -2.749 1.902
C -1.373 -1.527 1.519
C -1.658 2.935 -1.799
C -2.313 1.586 -1.475
N -4.293 -0.230 -0.936
H -6.306 -1.758 -2.163
H -6.313 -2.911 -0.815
H -4.869 -2.718 -1.832
H -6.254 -1.514 1.424
H -3.226 2.471 1.643
H -1.657 1.728 1.244
H -1.473 4.184 1.272
H -2.765 4.331 0.065
H 0.393 1.397 -1.541
H 2.908 4.365 1.569
H 5.536 -0.311 -1.955
H 7.443 -1.884 -1.695
H 7.249 -1.743 2.369
H 5.295 -0.174 2.321
H 3.467 -1.089 -1.739
H 1.927 -0.323 -2.168
H 2.443 -1.790 0.471
H 1.758 -2.554 -0.964
H -0.127 -0.898 -0.928
H 0.556 -0.206 0.569
H 0.008 -4.111 0.364
H -0.676 -3.158 -0.969
H -2.837 -3.242 -0.091
H -2.259 -4.649 0.811
H -1.719 -3.264 2.737
H -3.217 -2.497 2.168
H -1.032 -0.947 2.380
H -1.972 -0.868 0.866
H -0.952 2.818 -2.622
H -2.441 3.631 -2.120
H -2.972 1.281 -2.289
H -1.556 0.801 -1.343

As for the structure (SMILES): Cc1csc(N2CCN(c3cc4c(cc3Cl)nc(-c3ccncc3)n4CCCN3CCCC3)CC2)n1. Its highest occupied orbital energy is -7.754 eV. The net charge is 0.



Max |F|, respectively: 0.0038, 0.0496, 0.0189 Eh/bohr.